<a>
Here is a cluster of 2 separate species, CH4INS in total from the Open Molecules 2025 dataset. Energies are from wB97M-V/def2-TZVPD.

## Properties
Gap between HOMO and LUMO (alpha / beta) in eV: 8.0 / 7.9
M in g mol⁻¹: 189.02
LUMO energy (alpha / beta) in eV: -0.661 / -0.762

XYZ file:
```
8
CH4INS wB97M-V/def2-TZVPD
C -0.91263 1.08792 0.36807
N 1.44963 -0.42511 0.33254
S 1.20093 -1.94297 -0.01705
I -2.48472 -0.16868 -0.11842
H -0.72965 1.91022 -0.39464
H -0.95794 1.27493 1.43091
H 0.97087 0.33454 -0.22739
H 1.46351 -2.07086 -1.37402
```

=====

<b>
Here is an isolated molecule of CH4INS from the Open Molecules 2025 dataset. Energies are from wB97M-V/def2-TZVPD.

## Properties
Gap between HOMO and LUMO (alpha / beta) in eV: 7.1 / 7.6
M in g mol⁻¹: 189.02
LUMO energy (alpha / beta) in eV: -1.483 / -1.800

XYZ file:
```
8
CH4INS wB97M-V/def2-TZVPD
C 0.02089 0.74146 0.03745
N -0.14979 -1.99672 -0.36414
S -0.77701 -0.75050 0.81183
I -3.23898 0.11071 -0.02815
H 0.67018 1.32474 0.74116
H -0.85318 1.42022 -0.26536
H 0.59547 0.13387 -0.78185
H -0.90142 -2.72662 -0.13648
```

=====

<c>
Here is a cluster of 2 separate species, CH4INS in total from the Open Molecules 2025 dataset. Energies are from wB97M-V/def2-TZVPD.

## Properties
Gap between HOMO and LUMO (alpha / beta) in eV: 7.2 / 7.8
M in g mol⁻¹: 189.02
LUMO energy (alpha / beta) in eV: -1.588 / -0.948

XYZ file:
```
8
CH4INS wB97M-V/def2-TZVPD
C -0.36534 -0.90567 -0.21451
N -0.93659 2.12269 0.33904
S 0.72255 0.24513 0.59606
I 2.85367 -0.45812 -0.24191
H -0.13656 -0.99788 -1.32531
H -1.46828 -0.84814 -0.15199
H -0.22888 -1.98835 0.13314
H -0.44055 2.83034 0.86549
```

=====

<b> wins, 148.5 kJ/mol ahead of the next structure.

=====

<a>
Here is a cluster of 2 separate species, CH4INS in total from the Open Molecules 2025 dataset. Energies are from wB97M-V/def2-TZVPD.

## Properties
Gap between HOMO and LUMO in eV: 8.6
M in g mol⁻¹: 189.02
LUMO energy in eV: -0.371

XYZ file:
```
8
CH4INS wB97M-V/def2-TZVPD
C -0.75603 0.85557 0.10523
N -1.56237 -0.01859 -0.28872
I -3.57805 -0.34005 0.05627
H -0.91326 1.88654 0.42641
H 0.34135 0.71171 0.15421
S 2.22198 -2.23280 -0.17713
H 3.30145 -3.01038 -0.14747
H 1.60190 -3.39926 -0.14438
```

=====

<b>
Here is an isolated molecule of CH4INS from the Open Molecules 2025 dataset. Energies are from wB97M-V/def2-TZVPD.

## Properties
Gap between HOMO and LUMO in eV: 8.0
M in g mol⁻¹: 189.02
LUMO energy in eV: -0.356

XYZ file:
```
8
CH4INS wB97M-V/def2-TZVPD
C 0.47965 0.29256 -0.71225
N -0.04621 -0.76180 0.10858
S -1.36157 -0.43184 1.04286
I -0.41659 0.70349 2.90562
H 1.00060 0.93023 -0.09764
H 1.04703 -0.12266 -1.51589
H -0.34224 0.85622 -1.15553
H -0.36067 -1.46619 -0.57575
```

=====

<b> wins, 140.0 kJ/mol ahead of the next structure.

=====

<a>
Here is an isolated molecule of C2H5FIN from the Open Molecules 2025 dataset. Energies are from wB97M-V/def2-TZVPD.

## Properties
Gap between HOMO and LUMO in eV: 9.8
M in g mol⁻¹: 188.97
LUMO energy in eV: 0.472

XYZ file:
```
10
C2H5FIN wB97M-V/def2-TZVPD
C -0.58334 -0.00916 0.06670
N 0.59530 0.06226 -0.78144
C 1.82359 0.06428 -0.13543
F 2.25851 -1.18317 0.25653
I 3.35857 0.87202 -1.45966
H -0.54605 0.80919 0.78526
H -1.46155 0.11800 -0.56212
H -0.66399 -0.95634 0.61205
H 0.56390 -0.61643 -1.53414
H 1.81427 0.69232 0.75893
```

=====

<b>
Here is a cluster of 2 separate species, C2H5FIN in total from the Open Molecules 2025 dataset. Energies are from wB97M-V/def2-TZVPD.

## Properties
Gap between HOMO and LUMO in eV: 9.0
M in g mol⁻¹: 188.97
LUMO energy in eV: 0.319

XYZ file:
```
10
C2H5FIN wB97M-V/def2-TZVPD
C -0.80863 0.97191 -0.82554
C 0.57393 -0.50604 0.05356
N 0.17577 -0.79743 1.28481
F 0.72522 -1.57473 -0.75491
I 2.54225 0.45844 -0.13541
H -0.72524 1.45154 0.16831
H -0.24050 1.53921 -1.51297
H -1.70684 0.54944 -1.16404
H -0.69044 -0.26697 1.49026
H 0.15448 -1.82538 1.39593
```

=====

<a> wins, 234.1 kJ/mol ahead of the next structure.

=====

<a>
Here is a cluster of 2 separate species, C2H10NO in total from the Open Molecules 2025 dataset. Energies are from wB97M-V/def2-TZVPD.

## Properties
Gap between HOMO and LUMO (alpha / beta) in eV: 4.5 / 11.3
M in g mol⁻¹: 64.11
2S+1: 2
LUMO energy (alpha / beta) in eV: 0.885 / 0.500

XYZ file:
```
14
C2H10NO wB97M-V/def2-TZVPD
C -1.01477 1.19998 1.88092
O -0.72093 -0.14528 1.36258
H -0.91504 -0.77289 2.14770
H -1.80111 1.69067 1.30636
H -1.12377 1.26314 2.92535
H -0.07360 1.68944 1.46394
C 0.72123 -0.74369 -2.09880
N 0.65993 -0.60256 -0.68335
H 0.54806 -1.30286 -0.00681
H 1.58233 0.09446 -0.34003
H -0.23644 0.10872 -0.42344
H 1.45328 -1.53303 -2.49829
H 1.09060 0.31368 -2.51401
H -0.16978 -1.25977 -2.52211
```

=====

<b>
Here is a cluster of 2 separate species, C2H10NO in total from the Open Molecules 2025 dataset. Energies are from wB97M-V/def2-TZVPD.

## Properties
Gap between HOMO and LUMO (alpha / beta) in eV: 4.8 / 11.6
M in g mol⁻¹: 64.11
2S+1: 2
LUMO energy (alpha / beta) in eV: 1.008 / 0.706

XYZ file:
```
14
C2H10NO wB97M-V/def2-TZVPD
N 0.00810 -2.56165 -1.02478
H 0.46537 -1.82414 -0.45258
H -0.80886 -2.12517 -1.49370
H 0.67993 -2.98254 -1.69994
H -0.33775 -3.33684 -0.40696
C 0.40097 0.95313 0.33677
O -0.63278 -0.02308 0.34662
C -0.09957 2.34916 0.69476
H 1.22739 0.63009 0.97695
H 0.76656 0.95898 -0.68674
H -1.00380 -0.22264 1.21436
H 0.36916 3.09669 0.05042
H -1.15002 2.44020 0.43096
H 0.11531 2.64780 1.71385
```

=====

<b> wins, 200.8 kJ/mol ahead of the next structure.

=====

<a>
Here is a cluster of 2 separate species, C6H15N3 in total from the Open Molecules 2025 dataset. Energies are from wB97M-V/def2-TZVPD.

## Properties
Gap between HOMO and LUMO (alpha / beta) in eV: 7.9 / 7.9
M in g mol⁻¹: 129.21
LUMO energy (alpha / beta) in eV: 0.943 / 0.943

XYZ file:
```
24
C6H15N3 wB97M-V/def2-TZVPD
C 1.10635 0.56409 -0.38145
C 0.80406 -0.74520 0.24857
C -0.80166 0.32846 1.57714
C 0.19695 -1.82352 -0.56628
C -1.82195 -0.76274 1.53507
N 2.00407 1.32881 0.45281
N 1.60686 0.49387 -1.74525
C -1.12782 1.15724 -1.17727
N -0.24244 1.23090 -0.24527
H 1.36806 -1.00377 1.13286
H 2.96845 1.29371 0.14102
H 1.81174 2.32349 0.50442
H 1.09228 -0.15240 -2.32908
H 1.59139 1.41250 -2.17509
H -0.00442 0.25244 2.30298
H -1.25306 1.30579 1.70675
H -0.00083 -2.71479 0.03082
H -0.75320 -1.47231 -1.01908
H 0.82850 -2.14995 -1.40504
H -2.14232 1.47541 -0.95366
H -0.92250 0.77702 -2.17626
H -2.64512 -0.55437 2.22903
H -2.26904 -0.82959 0.53359
H -1.39436 -1.73510 1.77868
```

=====

<b>
Here is a structure of composition C6H15N3 from the Open Molecules 2025 dataset. Energies are from wB97M-V/def2-TZVPD.

## Properties
Gap between HOMO and LUMO in eV: 9.2
M in g mol⁻¹: 129.21
LUMO energy in eV: 0.905

XYZ file:
```
24
C6H15N3 wB97M-V/def2-TZVPD
C 0.20082 -1.64781 0.30789
C 1.13052 0.63216 0.00152
C -1.41567 0.86058 1.58820
C 1.49848 -2.37076 0.24058
C 0.95680 1.83542 -0.91578
N -1.44545 0.18702 0.30630
C -0.17062 -0.33650 -0.18367
N -2.22250 0.91369 -0.63162
N -0.15266 -0.98386 -1.42807
H -0.49945 -2.06803 1.02896
H -1.67202 1.62761 -1.10521
H -2.51771 0.26167 -1.35318
H -0.90264 -1.64203 -1.62046
H 2.01436 0.08073 -0.30621
H 1.22222 0.92385 1.04695
H -0.98800 1.87246 1.54221
H -0.83946 0.26257 2.29366
H -2.44109 0.94977 1.94458
H 2.05478 -2.28322 1.17796
H 2.09699 -2.03197 -0.60257
H 1.30506 -3.43945 0.09033
H 0.19826 2.52273 -0.54150
H 1.90241 2.37928 -0.96616
H 0.68658 1.49410 -1.91469
```

=====

<c>
Here is an isolated molecule of C6H15N3 from the Open Molecules 2025 dataset. Energies are from wB97M-V/def2-TZVPD.

## Properties
Gap between HOMO and LUMO in eV: 9.7
M in g mol⁻¹: 129.21
LUMO energy in eV: 0.883

XYZ file:
```
24
C6H15N3 wB97M-V/def2-TZVPD
H 0.72510 -2.57966 -0.09409
N 0.77327 -1.67554 -0.57525
C 0.14290 -0.81968 0.19003
N -0.60967 -1.32354 1.24306
C -1.84408 -2.02490 0.90990
C 0.00678 0.66312 -0.24378
C -1.08799 1.43399 0.50059
C -0.19807 0.79231 -1.75158
N 1.34596 1.20239 0.30373
C 2.62536 0.61309 -0.07835
H -0.78992 -0.63152 1.96501
H -2.07889 -2.75630 1.68704
H -2.67678 -1.31847 0.82031
H -1.75818 -2.56131 -0.04061
H -0.92152 1.44985 1.58374
H -2.07231 0.98625 0.32278
H -1.11776 2.48206 0.17878
H 0.55059 0.23720 -2.32416
H -1.17829 0.38128 -2.02663
H -0.17359 1.84131 -2.06675
H 1.38049 2.16902 -0.01984
H 2.83390 -0.28334 0.51108
H 3.42440 1.32556 0.15300
H 2.69831 0.39682 -1.14800
```

=====

<c> wins, 264.9 kJ/mol ahead of the next structure.

=====

<a>
Here is a structure of composition C10H34O7 from the Open Molecules 2025 dataset. Energies are from wB97M-V/def2-TZVPD.

## Properties
Gap between HOMO and LUMO in eV: 6.9
M in g mol⁻¹: 266.38
LUMO energy in eV: -0.232

XYZ file:
```
51
C10H34O7 wB97M-V/def2-TZVPD
C -9.11148 9.31696 -3.48419
O -9.98248 9.35751 -2.34716
H -8.59053 8.38350 -3.69718
H -9.60244 9.66715 -4.39218
H -8.29691 10.02998 -3.35701
H -9.71848 10.15028 -1.87448
C -5.96260 7.10989 -3.21333
O -7.13092 7.68530 -2.63129
H -5.46444 7.76895 -3.92438
H -5.22988 6.67267 -2.53507
H -6.32289 6.19926 -3.69193
H -6.89809 8.54355 -2.26963
C -8.07081 12.75508 -0.81178
O -6.76265 12.34744 -0.54730
H -8.30028 13.71776 -0.35495
H -8.04400 12.85063 -1.89726
H -8.77495 11.95672 -0.57748
H -6.57956 12.06168 0.35071
C -6.72606 10.68608 -2.19283
O -6.34527 9.36729 -2.73337
H -6.37670 11.56965 -2.72701
H -7.80278 10.84341 -2.12933
H -6.34177 10.72486 -1.17355
H -5.54932 9.48709 -3.25655
C -6.04173 13.65514 -3.59864
C -5.70386 12.69179 -4.72049
C -6.26050 12.99876 -6.10687
O -4.27825 12.37993 -4.79029
H -7.08396 13.76839 -3.30026
H -5.69431 14.63882 -3.91453
H -5.39619 13.44456 -2.74598
H -6.25834 11.84811 -4.30956
H -5.68068 13.78749 -6.58625
H -7.19078 13.56493 -6.06064
H -6.32274 12.18841 -6.83320
H -4.09325 11.63577 -5.36788
C -8.44784 9.11692 0.34472
C -7.73784 8.20054 -0.68823
C -6.75101 7.25560 -0.01996
O -8.72223 7.38770 -1.24466
H -7.70034 9.65192 0.93048
H -8.91389 8.35016 0.96356
H -9.20150 9.72205 -0.15919
H -7.11187 8.76646 -1.37816
H -6.03961 7.80609 0.59565
H -6.22853 6.64188 -0.75376
H -7.20280 6.50952 0.63376
H -9.24357 7.99430 -1.77555
O -5.14511 10.14766 -3.97433
H -5.03369 10.39518 -4.89223
H -4.25302 10.03491 -3.64618
```

=====

<b>
Here is a structure of composition C10H34O7 from the Open Molecules 2025 dataset. Energies are from wB97M-V/def2-TZVPD.

## Properties
Gap between HOMO and LUMO in eV: 8.6
M in g mol⁻¹: 266.38
LUMO energy in eV: 0.322

XYZ file:
```
51
C10H34O7 wB97M-V/def2-TZVPD
C -17.65392 23.64206 -2.38114
O -18.06851 23.46592 -3.67257
H -17.42634 24.70663 -2.32645
H -18.24625 23.28095 -1.54039
H -16.66352 23.21233 -2.23099
H -17.37779 23.84565 -4.22055
C -21.20209 19.75001 -3.84035
O -21.53412 19.21977 -2.58792
H -21.98643 20.48076 -4.03752
H -20.35616 20.42527 -3.71190
H -20.97590 18.91736 -4.50641
H -22.42281 18.86517 -2.66611
C -18.68376 23.76963 -5.58214
C -19.27047 23.34714 -6.92939
O -19.50556 24.46776 -7.73857
H -18.94743 23.09821 -4.76497
H -19.17037 24.66202 -5.18852
H -17.59641 23.83752 -5.61603
H -20.19029 22.78753 -6.75951
H -18.62405 22.70228 -7.52471
H -20.07670 24.23080 -8.47290
C -21.17477 21.65404 -1.52204
C -20.07518 20.98321 -0.73435
O -18.87956 21.58325 -1.07003
H -20.92150 21.47270 -2.56658
H -21.39069 22.71035 -1.36178
H -22.08299 21.10548 -1.27238
H -19.95752 19.92891 -0.98473
H -20.21860 21.13415 0.33558
H -18.75826 21.39892 -2.00432
C -16.17024 21.71232 -4.81345
C -17.37697 21.31696 -5.59788
O -18.29015 20.76428 -4.60872
H -15.72405 20.85773 -4.30483
H -16.34786 22.46833 -4.04861
H -15.36453 21.97732 -5.49806
H -17.09102 20.56765 -6.33604
H -17.78089 22.22600 -6.04352
H -18.21611 19.81207 -4.51157
C -20.29724 23.52031 -3.00982
C -20.80346 24.80248 -2.41814
O -21.97127 25.27492 -3.10958
H -19.67104 22.97304 -2.30522
H -19.87848 23.46115 -4.01444
H -21.15444 22.84731 -2.99076
H -20.01334 25.51074 -2.66749
H -20.96357 24.86577 -1.34181
H -22.23194 26.05896 -2.62078
O -19.24377 21.70795 -3.14595
H -19.13093 21.07035 -3.85091
H -18.69805 22.45064 -3.40448
```

=====

<a> wins, 116.8 kJ/mol ahead of the next structure.